1.
Here is a 2-piece molecular cluster, C2H3N3O2 overall in a non-equilibrium geometry from OMol25. Energies are from ωB97M-V/def2-TZVPD.

Bonds (Å) are listed after each position.
CARTESIAN COORDINATES (ANGSTROEM)
1 C -0.67 -0.47 0.67  N6 1.279, N8 1.373, O9 1.353
2 C 0.71 0.69 -0.64  N7 1.300, N8 1.456, O10 1.283
3 H -2.16 0.03 2.02  no bonds
4 H 1.03 2.41 -1.78  N7 1.041
5 H -1.16 1.65 0.57  N8 1.255
6 N 0.32 -1.26 0.52  C1 1.279, O10 1.515
7 N 1.41 1.55 -1.32  C2 1.300, H4 1.041
8 N -0.63 0.70 -0.06  C1 1.373, C2 1.456, H5 1.255
9 O -1.80 -1.02 1.17  C1 1.353
10 O 1.10 -0.53 -0.55  C2 1.283, N6 1.515

Computed properties:
Energy above the lowest of the compared OMol25 structures with the same formula, charge and spin ... 582.3 kJ/mol
Lowest unoccupied orbital energy ... -1.52 eV
Largest force on an atom ... 7.29 eV Å⁻¹
Gap between HOMO and LUMO ... 0.287 hartree
HOMO energy ... -9.33 eV

2.
Here is an isolated molecule of C3H7N3O in a non-equilibrium geometry from OMol25. Energies are from ωB97M-V/def2-TZVPD.

Bonds (Å) are listed after each position.
CARTESIAN COORDINATES (ANGSTROEM)
1 C -0.44 -1.73 -0.60  N2 1.441, H12 1.091, H13 1.086, H14 1.094
2 N -0.63 -1.12 0.69  C1 1.441, C3 1.401, H8 1.015
3 C 0.13 -0.23 1.47  N2 1.401, C5 1.446, O7 1.220
4 N 0.38 2.09 -1.23  N6 1.328, H9 1.018, H10 1.007
5 C 0.55 0.92 0.71  C3 1.446, N6 1.310, H11 1.090
6 N 0.28 0.94 -0.57  N4 1.328, C5 1.310
7 O 0.13 -0.30 2.68  C3 1.220
8 H -1.30 -1.62 1.27  N2 1.015
9 H 0.63 2.94 -0.72  N4 1.018
10 H 0.59 2.02 -2.21  N4 1.007
11 H 0.94 1.78 1.26  C5 1.090
12 H -0.28 -2.80 -0.48  C1 1.091
13 H 0.39 -1.24 -1.10  C1 1.086
14 H -1.36 -1.63 -1.19  C1 1.094

Computed properties:
Energy above the lowest of the compared OMol25 structures with the same formula, charge and spin ... 219.2 kJ/mol
Lowest unoccupied orbital energy ... 0.61 eV
Largest force on an atom ... 2.41 eV Å⁻¹
Gap between HOMO and LUMO ... 0.346 hartree
HOMO energy ... -8.82 eV
SMILES ... CNC(=O)/C=N/N

3.
Here is an isolated molecule of C5H3ClS2 from OMol25. Energies are from ωB97M-V/def2-TZVPD.

Bonds (Å) are listed after each position.
CARTESIAN COORDINATES (ANGSTROEM)
1 C 0.98 -0.99 -0.40  C2 1.492, S9 1.749, S10 1.625
2 C 0.76 0.48 -0.39  C1 1.492, C3 1.338, Cl11 1.740
3 C -0.41 1.09 -0.15  C2 1.338, C4 1.429, H7 1.097
4 C -1.64 0.44 0.15  C3 1.429, C5 1.205
5 C -2.71 -0.04 0.42  C4 1.205, H8 1.087
6 H 2.62 -0.48 1.24  S9 1.359
7 H -0.42 2.19 -0.17  C3 1.097
8 H -3.66 -0.52 0.65  C5 1.087
9 S 2.21 -1.64 0.66  C1 1.749, H6 1.359
10 S 0.10 -1.99 -1.34  C1 1.625
11 Cl 2.17 1.46 -0.69  C2 1.740

Computed properties:
Energy above the lowest of the compared OMol25 structures with the same formula, charge and spin ... 0.0 kJ/mol
Lowest unoccupied orbital energy ... -0.92 eV
Largest force on an atom ... 0.90 eV Å⁻¹
Gap between HOMO and LUMO ... 0.298 hartree
HOMO energy ... -9.03 eV
SMILES ... C#C/C=C(/Cl)C(=S)S

4.
Here is a 6-piece molecular cluster, C25H36FN2O17PS2 overall in a non-equilibrium geometry from OMol25. Energies are from ωB97M-V/def2-TZVPD.

Bonds (Å) are listed after each position.
CARTESIAN COORDINATES (ANGSTROEM)
1 O -2.73 -0.79 -3.59  S2 1.550
2 S -1.63 0.29 -3.80  O1 1.550, O3 1.557, F4 1.748, N5 1.746
3 O -0.56 0.05 -2.70  S2 1.557
4 F -0.86 -0.10 -5.32  S2 1.748
5 N -2.23 1.92 -3.91  S2 1.746, P6 1.783, C8 1.546
6 P -1.21 3.09 -3.01  N5 1.783, S7 1.984, H14 1.446, H15 1.441
7 S -1.02 4.67 -4.20  P6 1.984
8 C -3.69 2.03 -3.43  N5 1.546, C9 1.627, N13 1.489
9 C -4.77 2.24 -4.63  C8 1.627, C10 1.674, H16 1.193
10 C -6.37 2.34 -4.15  C9 1.674, C11 1.662, H17 1.169
11 C -6.49 2.23 -2.49  C10 1.662, C12 1.627, H18 1.188
12 C -5.26 2.05 -1.45  C11 1.627, N13 1.492, H19 1.188
13 N -3.86 1.93 -1.95  C8 1.489, C12 1.492
14 H -1.75 3.51 -1.74  P6 1.446
15 H 0.12 2.58 -2.80  P6 1.441
16 H -4.47 2.33 -5.78  C9 1.193
17 H -7.27 2.47 -4.88  C10 1.169
18 H -7.59 2.29 -2.04  C11 1.188
19 H -5.49 2.02 -0.28  C12 1.188
20 C -0.08 -2.85 -0.56  C21 1.519, H27 1.096, H28 1.095, H29 1.094
21 C 1.34 -2.46 -0.19  C20 1.519, C22 1.499, O26 1.420, H30 1.097
22 C 2.37 -3.48 -0.55  C21 1.499, O23 1.416, H31 1.093, H32 1.095
23 O 3.41 -3.20 0.37  C22 1.416, C24 1.368
24 C 2.80 -2.67 1.47  O23 1.368, O25 1.218, O26 1.369
25 O 3.36 -2.49 2.54  C24 1.218
26 O 1.49 -2.37 1.22  C21 1.420, C24 1.369
27 H -0.53 -2.06 -1.18  C20 1.096
28 H -0.11 -3.76 -1.17  C20 1.095
29 H -0.72 -2.99 0.32  C20 1.094
30 H 1.58 -1.47 -0.61  C21 1.097
31 H 2.72 -3.37 -1.58  C22 1.093
32 H 2.04 -4.51 -0.39  C22 1.095
33 C 1.82 -3.28 5.33  C34 1.519, H40 1.096, H41 1.095, H42 1.094
34 C 0.50 -2.53 5.28  C33 1.519, C35 1.499, O39 1.420, H43 1.097
35 C 0.63 -1.05 5.08  C34 1.499, O36 1.416, H44 1.093, H45 1.095
36 O -0.57 -0.56 5.64  C35 1.416, C37 1.368
37 C -0.93 -1.46 6.61  O36 1.368, O38 1.218, O39 1.369
38 O -1.81 -1.27 7.43  C37 1.218
39 O -0.18 -2.60 6.53  C34 1.420, C37 1.369
40 H 1.82 -4.09 4.60  C33 1.096
41 H 2.67 -2.63 5.08  C33 1.095
42 H 2.00 -3.72 6.32  C33 1.094
43 H -0.16 -2.98 4.53  C34 1.097
44 H 0.71 -0.78 4.03  C35 1.093
45 H 1.47 -0.61 5.63  C35 1.095
46 C -1.00 -8.28 4.22  C47 1.519, H53 1.096, H54 1.095, H55 1.094
47 C 0.01 -7.24 3.76  C46 1.519, C48 1.499, O52 1.420, H56 1.097
48 C -0.49 -5.83 3.83  C47 1.499, O49 1.416, H57 1.093, H58 1.095
49 O 0.32 -5.18 2.86  C48 1.416, C50 1.368
50 C 0.65 -6.14 1.94  O49 1.368, O51 1.218, O52 1.369
51 O 1.17 -5.90 0.86  C50 1.218
52 O 0.31 -7.39 2.38  C47 1.420, C50 1.369
53 H -0.56 -8.91 5.00  C46 1.096
54 H -1.90 -7.82 4.65  C46 1.095
55 H -1.30 -8.95 3.40  C46 1.094
56 H 0.95 -7.36 4.32  C47 1.097
57 H -0.35 -5.38 4.81  C48 1.093
58 H -1.54 -5.73 3.52  C48 1.095
59 C 0.54 2.21 3.09  C60 1.519, H66 1.096, H67 1.095, H68 1.094
60 C 0.36 2.68 1.66  C59 1.519, C61 1.499, O65 1.420, H69 1.097
61 C 0.11 1.57 0.68  C60 1.499, O62 1.416, H70 1.093, H71 1.095
62 O 0.56 2.14 -0.54  C61 1.416, C63 1.368
63 C 1.54 3.04 -0.20  O62 1.368, O64 1.218, O65 1.369
64 O 2.29 3.57 -1.00  C63 1.218
65 O 1.56 3.25 1.15  C60 1.420, C63 1.369
66 H -0.16 2.74 3.74  C59 1.096
67 H 0.32 1.14 3.20  C59 1.095
68 H 1.55 2.40 3.46  C59 1.094
69 H -0.42 3.45 1.60  C60 1.097
70 H -0.95 1.31 0.61  C61 1.093
71 H 0.69 0.67 0.87  C61 1.095
72 C 3.70 7.61 -4.58  C73 1.519, H79 1.096, H80 1.095, H81 1.094
73 C 2.50 6.96 -5.24  C72 1.519, C74 1.499, O78 1.420, H82 1.097
74 C 2.79 5.63 -5.87  C73 1.499, O75 1.416, H83 1.093, H84 1.095
75 O 1.78 5.54 -6.86  C74 1.416, C76 1.368
76 C 1.48 6.83 -7.22  O75 1.368, O77 1.218, O78 1.369
77 O 0.80 7.14 -8.18  C76 1.218
78 O 2.05 7.72 -6.35  C73 1.420, C76 1.369
79 H 3.46 7.85 -3.53  C72 1.096
80 H 4.57 6.93 -4.55  C72 1.095
81 H 4.00 8.54 -5.07  C72 1.094
82 H 1.67 6.89 -4.53  C73 1.097
83 H 2.71 4.80 -5.16  C74 1.093
84 H 3.76 5.59 -6.37  C74 1.095

Computed properties:
Energy above the lowest of the compared OMol25 structures with the same formula, charge and spin ... 966.7 kJ/mol
Lowest unoccupied orbital energy ... -1.73 eV
Largest force on an atom ... 7.95 eV Å⁻¹
Gap between HOMO and LUMO ... 0.265 hartree
HOMO energy ... -8.94 eV
SMILES ... O=S(=O)(F)N([PH2]=S)c1ccccn1.C[C@@H]1COC(=O)O1.C[C@@H]1COC(=O)O1.C[C@@H]1COC(=O)O1.C[C@@H]1COC(=O)O1.C[C@@H]1COC(=O)O1

5.
Here is a 2-piece molecular cluster, C3H12N2O overall in a non-equilibrium geometry from OMol25. Energies are from ωB97M-V/def2-TZVPD.

Bonds (Å) are listed after each position.
CARTESIAN COORDINATES (ANGSTROEM)
1 C 0.48 1.87 -1.66  C2 1.502, H6 1.059, H7 1.119, H8 1.093
2 C 0.82 0.59 -0.96  C1 1.502, N3 1.486, H9 1.105, H10 1.127
3 N 0.56 0.51 0.50  C2 1.486, C4 1.455, H11 1.006
4 C -0.82 0.40 0.95  N3 1.455, N5 1.443, H12 1.107, H13 1.120
5 N -1.54 -0.69 0.36  C4 1.443, H14 1.012, H15 1.007
6 H 0.11 1.71 -2.63  C1 1.059
7 H 1.45 2.39 -1.88  C1 1.119
8 H -0.14 2.52 -1.03  C1 1.093
9 H 0.18 -0.22 -1.37  C2 1.105
10 H 1.87 0.24 -1.14  C2 1.127
11 H 1.09 1.31 0.82  N3 1.006
12 H -1.49 1.27 0.83  C4 1.107
13 H -0.67 0.26 2.05  C4 1.120
14 H -1.70 -0.49 -0.62  N5 1.012
15 H -0.95 -1.50 0.47  N5 1.007
16 H -0.06 -3.39 2.47  O18 0.969
17 H 0.38 -3.00 1.11  O18 0.971
18 O 0.42 -3.76 1.71  H16 0.969, H17 0.971

Computed properties:
Energy above the lowest of the compared OMol25 structures with the same formula, charge and spin ... 84.1 kJ/mol
Lowest unoccupied orbital energy ... 0.85 eV
Largest force on an atom ... 2.42 eV Å⁻¹
Gap between HOMO and LUMO ... 0.366 hartree
HOMO energy ... -9.11 eV
SMILES ... CCNCN.O